Record 1
65
Properties=species:S:1:pos:R:3:lowdin_charge:R:1 method="wB97M-V/def2-TZVPD" total_energy_ev=-105906.3506 gap_ev=7.8 e_above_lowest_kj_mol=0.0 homo_energy_ev=-7.73 max_force_ha_per_bohr=0.0078
Sr -0.668 -0.422 -0.365 1.420
C -4.882 -2.436 2.817 -0.074
C -3.670 -2.191 1.922 -0.379
C -3.201 -3.500 1.273 -0.060
C -2.545 -1.545 2.677 -0.294
C -2.254 -1.574 4.048 -0.006
C -1.080 -0.862 4.172 -0.063
N -0.713 -0.428 2.954 -0.040
N -1.609 -0.846 2.032 -0.010
B 0.561 0.423 2.704 -0.517
N 0.267 1.749 1.963 -0.041
C 0.522 2.981 2.435 -0.061
C 0.207 3.897 1.454 -0.004
C -0.240 3.127 0.370 -0.286
N -0.204 1.836 0.697 -0.018
C -0.657 3.562 -1.005 -0.375
C 0.571 3.749 -1.902 -0.052
C -1.499 4.834 -0.954 -0.068
N 1.673 -0.397 1.990 -0.040
C 2.896 -0.631 2.495 -0.062
C 3.627 -1.335 1.562 -0.006
C 2.753 -1.512 0.481 -0.296
N 1.582 -0.936 0.750 -0.015
C 2.994 -2.198 -0.830 -0.383
C 4.076 -1.475 -1.634 -0.059
C 3.355 -3.671 -0.620 -0.061
H -5.706 -2.855 2.240 0.079
H -4.632 -3.144 3.610 0.079
H -5.221 -1.509 3.280 0.085
H -3.966 -1.503 1.123 0.132
H -2.903 -4.215 2.043 0.088
H -4.000 -3.947 0.680 0.080
H -2.342 -3.332 0.622 0.063
H -2.818 -2.041 4.837 0.102
H -0.496 -0.629 5.046 0.120
H 0.998 0.717 3.786 0.118
H 0.907 3.123 3.431 0.120
H 0.293 4.968 1.518 0.103
H -1.258 2.755 -1.437 0.122
H 1.207 4.547 -1.511 0.084
H 1.160 2.832 -1.951 0.067
H 0.266 4.013 -2.916 0.084
H -0.915 5.661 -0.545 0.076
H -1.824 5.117 -1.956 0.080
H -2.385 4.702 -0.330 0.082
H 3.166 -0.278 3.476 0.120
H 4.646 -1.672 1.656 0.105
H 2.059 -2.150 -1.399 0.117
H 5.026 -1.501 -1.096 0.081
H 4.217 -1.956 -2.603 0.082
H 3.811 -0.430 -1.803 0.076
H 4.290 -3.752 -0.061 0.080
H 2.579 -4.191 -0.059 0.081
H 3.488 -4.172 -1.580 0.079
Br 0.893 1.321 -7.157 0.690
C 0.236 0.745 -5.467 -0.711
C -1.117 0.496 -5.304 -0.155
C -1.582 0.076 -4.061 -0.179
C -0.746 -0.108 -2.949 -0.301
C 0.610 0.166 -3.188 -0.232
C 1.120 0.584 -4.418 -0.160
H -1.797 0.629 -6.137 0.092
H -2.649 -0.109 -3.975 0.073
H 1.343 0.063 -2.377 0.050
H 2.176 0.783 -4.554 0.094

=====

Record 2
91
Properties=species:S:1:pos:R:3:lowdin_charge:R:1 method="wB97M-V/def2-TZVPD" total_energy_ev=-445847.6920 gap_ev=1.3 homo_energy_ev=-6.10 max_force_ha_per_bohr=0.1490
O -0.044 3.180 1.989 -0.456
S -1.422 2.432 1.930 0.701
O -2.504 3.546 2.151 -0.553
C -1.531 1.593 0.252 -0.338
C -0.565 0.260 0.197 -0.203
C -0.182 -0.256 1.708 -0.297
C 0.210 -1.853 1.621 -0.155
C 1.570 -2.254 2.466 -0.054
C 2.966 -2.097 1.557 -0.170
F 2.699 -1.651 0.165 -0.063
F 3.484 -3.512 1.430 -0.011
C 4.141 -1.263 2.337 -0.105
F 4.194 -1.837 3.734 0.027
F 5.437 -1.655 1.704 0.045
C 3.900 0.353 2.448 -0.092
F 3.390 1.002 1.218 -0.036
F 2.863 0.570 3.503 0.035
C 5.342 1.122 2.797 -0.068
F 6.160 1.189 1.529 0.046
F 6.193 0.317 3.748 0.036
C 5.147 2.589 3.501 -0.085
F 6.541 3.141 3.694 0.034
F 4.555 2.545 4.871 0.052
C 4.337 3.694 2.601 -0.141
F 4.771 5.046 3.118 0.030
F 2.859 3.664 2.766 0.049
F 4.667 3.693 1.156 0.060
C -1.361 -0.053 2.829 -0.554
Br -3.153 -0.828 2.282 0.875
O -1.528 1.360 3.264 -0.382
H -1.174 2.308 -0.620 0.140
H -2.648 1.275 0.046 -0.125
H -0.988 -0.614 -0.461 0.130
H 0.456 0.591 -0.320 -0.061
H 0.744 0.370 2.063 0.128
H -0.682 -2.433 2.163 0.115
H 0.224 -2.284 0.517 0.132
H 1.645 -1.683 3.500 0.138
H 1.434 -3.403 2.759 0.149
H -1.055 -0.657 3.812 0.150
O -1.180 1.059 -2.915 0.056
C -0.078 0.915 -3.442 -0.509
O 0.953 1.720 -3.100 -0.047
C 2.320 1.514 -3.504 -0.258
C 2.578 2.127 -4.867 -0.080
C 0.122 -0.089 -4.539 0.012
H 2.589 0.455 -3.459 0.103
H 2.942 2.022 -2.761 0.108
H 1.964 1.658 -5.641 0.067
H 3.630 2.017 -5.146 0.020
H 2.323 3.191 -4.862 0.090
H -0.190 0.350 -5.489 0.102
H -0.501 -0.965 -4.323 0.092
H 1.143 -0.456 -4.619 0.075
O 7.733 3.286 -6.650 -0.715
V 6.597 2.619 -5.488 0.916
O 5.460 1.953 -4.326 -0.708
Br -3.986 2.491 -0.382 0.355
Be 1.863 0.231 -0.343 0.733
Br -3.908 5.043 -0.946 0.119
C -3.637 -6.880 0.480 -0.094
C -3.068 -5.623 1.105 -0.402
C -4.112 -4.729 1.704 -0.101
O -3.510 -3.451 1.611 -0.086
C -2.668 -3.502 0.536 -0.591
O -2.151 -2.527 0.018 0.045
O -2.487 -4.790 0.115 -0.078
H -4.160 -7.491 1.222 0.114
H -4.331 -6.638 -0.332 0.045
H -2.835 -7.479 0.036 -0.140
H -2.290 -5.879 1.834 0.128
H -4.330 -4.981 2.746 0.154
H -5.050 -4.711 1.137 0.130
O 0.239 6.179 -1.311 0.004
C 0.009 7.496 -1.206 -0.273
C -0.858 7.780 0.109 -0.271
O -1.104 9.094 0.205 0.007
H -0.540 7.976 -2.035 0.133
H 0.892 8.153 -1.126 0.135
H -0.298 7.313 0.939 0.140
H -1.734 7.110 0.040 0.093
Ca -0.971 -7.371 -0.487 0.682
Cl -4.764 -3.785 -1.919 0.629
C -6.434 -4.078 -2.465 -0.631
C -7.076 -5.252 -1.745 -0.648
Cl -6.336 -6.807 -2.199 0.558
H -6.415 -4.231 -3.549 0.076
H -6.998 -3.162 -2.262 0.079
H -8.136 -5.317 -2.011 0.077
H -7.004 -5.146 -0.658 0.061
Br -1.312 4.072 4.242 0.367